{"formula": "C5H34N2O11", "method": "ωB97M-V/def2-TZVPD", "symbols": ["C", "N", "C", "C", "O", "C", "N", "C", "H", "H", "H", "H", "H", "H", "H", "H", "H", "H", "H", "H", "H", "H", "H", "H", "O", "H", "H", "O", "H", "H", "O", "H", "H", "O", "H", "H", "O", "H", "H", "O", "H", "H", "O", "H", "H", "O", "H", "H", "O", "H", "H", "O"], "coordinates": [[-1.064355, 0.820238, 1.995680], [0.052815, 0.007915, 1.500741], [0.767340, -0.669292, 2.575821], [1.980833, -1.443319, 2.070434], [3.061167, -0.549023, 1.746994], [-1.430412, 1.919010, 0.976725], [-2.696656, 1.626971, 0.277284], [-2.766465, 2.275696, -1.039946], [-1.909871, 0.128973, 2.121296], [-0.831112, 1.262801, 2.969798], [0.703057, 0.580602, 0.971076], [0.085387, -1.393376, 3.044661], [1.080636, 0.010089, 3.380421], [2.369868, -2.053577, 2.883432], [1.738483, -2.037048, 1.185470], [3.146896, -0.436136, 0.773128], [-1.514139, 2.868476, 1.520433], [-0.611267, 2.032817, 0.267439], [-3.471076, 1.943181, 0.855651], [-3.736905, 2.071693, -1.495581], [-2.669847, 3.367122, -0.999702], [-1.950674, 1.891710, -1.647150], [2.923455, 2.226833, 3.419575], [3.159083, 1.148604, 2.326097], [3.129066, 2.127682, 2.476654], [-0.575669, -3.358232, -0.813203], [-0.985881, -3.272276, -2.293812], [-0.317272, -3.661107, -1.717197], [2.050015, 2.273200, -2.170762], [1.246513, 1.129754, -2.771689], [2.105526, 1.589411, -2.850455], [2.350364, 2.362300, 0.824275], [2.449776, 1.256179, -0.278946], [1.918689, 2.041151, 0.004686], [-1.997641, -2.052648, 0.477789], [-0.576530, -1.782827, 0.918091], [-1.170998, -2.539570, 0.688743], [3.234730, 0.401594, -1.741788], [2.834606, -0.996249, -1.357642], [3.317277, -0.212650, -0.986601], [1.178084, -1.290451, -2.445778], [1.158002, -2.769118, -2.040294], [1.780292, -2.036579, -2.254340], [-4.162932, -1.075812, 0.254591], [-2.992435, -0.066337, 0.038244], [-3.316980, -0.990572, -0.199606], [-2.687669, -1.428959, -1.762291], [-2.905257, -1.436481, -3.349651], [-2.265850, -1.561018, -2.639403], [-0.910305, -0.433703, -2.410029], [-0.205000, 0.134470, -1.162986], [-0.098765, 0.047885, -2.116377]], "forces_ev_per_a": [[0.1, -0.2, -0.6], [0.1, -0.1, 0.1], [-0.1, -0.7, 0.0], [0.5, 0.9, 0.0], [-0.2, 0.1, -0.4], [-0.3, -0.1, 0.8], [0.3, 0.0, -0.2], [-0.2, 0.3, 0.2], [0.0, 0.3, 0.2], [0.0, 0.0, 0.0], [0.1, 0.3, 0.2], [0.0, 0.1, -0.1], [0.1, 0.1, -0.1], [-0.2, -0.3, -0.1], [-0.1, -0.2, 0.2], [0.0, -0.2, 0.3], [0.1, 0.0, -0.2], [-0.1, 0.0, -0.2], [0.1, 0.0, -0.1], [0.2, -0.2, -0.1], [0.1, 0.0, 0.1], [-0.1, -0.1, -0.2], [0.1, 0.1, -0.5], [0.0, 0.4, 0.1], [-0.1, -0.5, 0.5], [0.0, -0.1, -0.4], [0.0, 0.0, 0.0], [-0.1, -0.1, 0.4], [0.0, 0.1, 0.0], [0.3, 0.1, -0.1], [-0.2, -0.1, 0.0], [-0.2, -0.1, -0.3], [-0.4, 0.6, 0.3], [0.3, -0.4, 0.0], [0.3, -0.5, 0.1], [-0.3, -0.4, -0.2], [0.1, 0.9, 0.2], [0.1, 0.1, 0.0], [0.2, -0.1, 0.3], [-0.2, -0.2, -0.4], [0.2, -0.4, 0.1], [0.1, 0.2, 0.0], [-0.1, 0.2, -0.1], [0.0, -0.2, -0.1], [-0.2, 0.1, -0.1], [0.0, 0.2, 0.3], [-0.4, -0.1, -0.4], [-0.1, 0.0, 0.4], [0.3, 0.0, -0.1], [0.4, 0.1, 0.0], [0.2, -0.1, 0.2], [-0.7, 0.0, -0.2]], "mulliken_charge": [-0.834, 0.655, -0.594, -0.537, -0.622, -0.897, -0.395, -0.891, 0.506, 0.336, -0.309, 0.423, 0.347, 0.338, 0.279, 0.325, 0.368, 0.346, 0.258, 0.309, 0.357, 0.228, 0.294, 0.423, -0.727, 0.436, 0.332, -0.787, 0.330, 0.387, -0.803, 0.377, 0.349, -0.595, 0.399, 0.386, -0.881, 0.340, 0.481, -0.883, 0.387, 0.430, -0.775, 0.250, 0.559, -0.797, 0.427, 0.264, -0.683, 0.326, 0.316, -0.560], "smiles": "CNCCNCCO.O.O.O.O.O.O.O.O.O.O", "largest_force_ev_per_a": 1.0, "orbital_gap_ev": 9.71, "lumo_energy_ev": -0.049, "total_charge": 0}



{"formula": "C3H5N5", "method": "ωB97M-V/def2-TZVPD", "symbols": ["C", "C", "C", "H", "H", "H", "H", "H", "N", "N", "N", "N", "N"], "coordinates": [[-1.079178, 0.982792, -0.297291], [1.309367, 1.008407, 0.246123], [0.594178, -0.964218, -0.388768], [-3.181325, -1.090803, 0.622698], [-1.658468, -0.914075, 1.217298], [-1.012972, 2.041429, -0.473974], [1.362526, 2.055514, 0.467306], [-0.060621, -1.715432, -0.781996], [-2.192660, -0.856093, 0.353805], [-2.240044, 0.449621, -0.176516], [0.163479, 0.315565, -0.118953], [2.333489, 0.219174, 0.297003], [1.879259, -1.062340, -0.128442]], "forces_ev_per_a": [[-1.0, -1.0, 0.0], [0.1, -1.2, 0.0], [1.3, 0.7, 0.6], [1.4, 0.3, -0.5], [0.3, 0.2, -0.1], [0.1, 0.1, -0.5], [-0.3, 0.2, 0.1], [0.0, -0.2, 0.1], [-2.3, -0.5, -0.1], [1.6, 0.2, 0.9], [0.1, 1.4, 0.1], [-0.7, -1.1, -0.6], [-0.6, 0.9, 0.0]], "mulliken_charge": [0.115, -0.098, 0.019, 0.285, 0.225, 0.335, 0.373, 0.514, -0.467, -0.364, -0.076, -0.412, -0.449], "smiles": "N/N=C\\n1cnnc1", "largest_force_ev_per_a": 2.4, "orbital_gap_ev": 10.07, "lumo_energy_ev": 0.592, "total_charge": 0}



The following relative energy (zero: lowest compared OMol25 entry of this formula, charge and spin) values (in kcal per mole) correspond, in order, to the records above: 0.0; 55.4.